1.
DFT (ωB97M-V/def2-TZVPD) results for a structure of composition C67H56ClN6PPdSSb.

Its electronic energy is -4482.31319 Ha. The calculation puts the HOMO-LUMO gap (spin up / spin down) at 4.6 / 4.5 eV. As for the net charge: +3. Its energy above the lowest of the compared OMol25 structures with the same formula, charge and spin is 8.8 kcal/mol. The value obtained for the highest occupied orbital energy (spin up / spin down) is -14.6 / -14.6 eV. For the LUMO energy (spin up / spin down), the calculation gives -0.3680 / -0.3681 hartree.

Geometry as XYZ:
```
134
Properties=species:S:1:pos:R:3:mulliken_charge:R:1
Pd 0.133 0.335 0.136 0.801
C 0.454 5.797 0.825 -1.019
N 0.661 4.387 1.152 0.589
C -0.008 3.336 0.651 -0.675
N 0.449 2.210 1.186 1.207
C 1.435 2.551 2.099 -0.147
C 1.591 3.917 2.057 0.180
C 2.466 4.836 2.806 -0.181
C 3.821 4.924 2.490 -0.165
C 4.639 5.806 3.177 -0.820
C 4.109 6.604 4.182 -0.435
C 2.760 6.521 4.500 -0.834
C 1.938 5.642 3.813 -0.325
C 1.912 1.596 3.111 0.120
C 1.029 0.610 3.563 0.332
C 1.436 -0.323 4.502 -0.448
C 2.724 -0.270 5.021 -0.792
C 3.593 0.728 4.603 -0.937
C 3.192 1.657 3.653 -0.461
P -1.507 3.360 -0.381 -0.745
C -2.361 2.030 0.509 -0.777
N -1.961 0.775 0.742 0.983
C -2.837 0.249 1.669 -1.800
C -3.767 1.211 1.997 0.797
N -3.455 2.315 1.251 0.403
C -4.265 3.534 1.174 -1.099
C -4.892 1.147 2.939 -0.056
C -5.810 0.102 2.857 -0.185
C -6.861 0.031 3.757 -0.835
C -7.004 0.999 4.741 -0.491
C -6.089 2.040 4.830 -0.804
C -5.035 2.114 3.934 -0.224
C -2.826 -1.113 2.246 0.907
C -3.335 -2.194 1.527 0.459
C -3.420 -3.447 2.114 -0.866
C -3.011 -3.626 3.430 -0.653
C -2.517 -2.552 4.155 -1.302
C -2.429 -1.297 3.566 -0.424
C -0.807 2.457 -1.782 -0.577
N -0.240 1.250 -1.793 0.601
C 0.257 1.048 -3.066 -1.807
C -0.020 2.164 -3.819 0.487
N -0.692 3.030 -2.997 0.401
C -1.280 4.303 -3.423 -1.017
C 0.244 2.436 -5.241 -0.094
C -0.239 1.564 -6.214 0.003
C 0.016 1.812 -7.553 -0.916
C 0.755 2.926 -7.926 -0.484
C 1.241 3.797 -6.959 -0.841
C 0.988 3.553 -5.619 -0.110
C 0.856 -0.162 -3.663 1.804
C 0.122 -1.339 -3.793 0.497
C 0.559 -2.329 -4.665 -0.854
C 1.742 -2.172 -5.374 -0.711
C 2.512 -1.030 -5.193 -1.491
C 2.065 -0.026 -4.348 -0.428
H -0.225 5.869 -0.020 0.426
H 0.030 6.324 1.677 0.358
H 1.410 6.247 0.569 0.363
H 4.230 4.306 1.699 0.490
H 5.690 5.875 2.928 0.442
H 4.748 7.291 4.719 0.443
H 2.349 7.138 5.287 0.440
H 0.890 5.564 4.076 0.515
H 0.011 0.584 3.187 0.111
H 0.739 -1.077 4.846 0.556
H 3.043 -0.988 5.765 0.465
H 4.590 0.787 5.018 0.476
H 3.886 2.421 3.330 0.477
H -5.285 3.283 1.447 0.443
H -3.889 4.293 1.857 0.323
H -4.250 3.915 0.156 0.432
H -5.708 -0.648 2.083 0.516
H -7.575 -0.779 3.686 0.451
H -7.828 0.944 5.439 0.431
H -6.193 2.790 5.603 0.434
H -4.309 2.914 4.027 0.441
H -3.688 -2.042 0.514 0.547
H -3.829 -4.280 1.556 0.527
H -3.101 -4.598 3.895 0.528
H -2.226 -2.683 5.190 0.517
H -2.080 -0.449 4.144 0.794
H -1.500 4.237 -4.485 0.410
H -2.200 4.479 -2.874 0.432
H -0.585 5.123 -3.254 0.315
H -0.820 0.697 -5.921 0.499
H -0.367 1.138 -8.307 0.470
H 0.952 3.118 -8.972 0.444
H 1.818 4.664 -7.250 0.433
H 1.384 4.226 -4.866 0.451
H -0.840 -1.431 -3.301 0.640
H -0.051 -3.207 -4.830 0.440
H 2.058 -2.934 -6.074 0.488
H 3.435 -0.900 -5.742 0.503
H 2.622 0.900 -4.270 0.640
Cl 2.312 -0.489 0.949 0.079
C 2.030 0.160 -0.596 -0.020
H 2.039 -0.551 -1.414 -0.636
H 2.460 1.141 -0.755 0.700
S -0.512 -1.905 0.109 0.360
Sb 0.730 -3.745 -0.757 0.872
C -0.282 -4.577 -2.377 0.621
C -1.596 -4.194 -2.619 -0.396
C -2.299 -4.820 -3.639 -0.801
C -1.693 -5.816 -4.395 -0.582
C -0.382 -6.198 -4.137 -0.809
C 0.333 -5.580 -3.122 -0.345
C 0.550 -5.078 0.839 0.989
C 0.514 -4.623 2.154 -0.552
C 0.459 -5.549 3.184 -0.773
C 0.436 -6.908 2.900 -0.651
C 0.462 -7.353 1.585 -0.679
C 0.516 -6.438 0.544 -0.731
C 2.758 -3.267 -0.932 0.787
C 3.315 -2.783 -2.111 -0.662
C 4.658 -2.434 -2.129 -0.426
C 5.430 -2.578 -0.983 -0.822
C 4.870 -3.078 0.186 -0.627
C 3.528 -3.427 0.218 -0.918
H -2.070 -3.421 -2.025 0.416
H -3.323 -4.536 -3.840 0.463
H -2.247 -6.302 -5.187 0.451
H 0.083 -6.979 -4.724 0.457
H 1.359 -5.876 -2.933 0.505
H 0.519 -3.562 2.378 0.577
H 0.432 -5.210 4.212 0.466
H 0.393 -7.626 3.708 0.433
H 0.439 -8.413 1.368 0.453
H 0.521 -6.795 -0.479 0.371
H 2.718 -2.682 -3.008 0.619
H 5.105 -2.068 -3.044 0.526
H 6.480 -2.318 -1.007 0.438
H 5.482 -3.212 1.068 0.495
H 3.101 -3.838 1.126 0.501
```

=====

2.
DFT (ωB97M-V/def2-TZVPD) results for a structure of composition C67H59BrN10S3Sr.

Its electronic energy is -6934.90763 Ha. The calculation puts the HOMO-LUMO gap at 8.1 eV. As for the net charge: +2. Its energy above the lowest of the compared OMol25 structures with the same formula, charge and spin is 0.0 kcal/mol. The value obtained for the highest occupied orbital energy is -12.3 eV. For the LUMO energy, the calculation gives -0.1542 hartree.

Geometry as XYZ:
```
141
Properties=species:S:1:pos:R:3:mulliken_charge:R:1
Sr -0.640 1.403 0.905 1.976
C -4.059 2.468 0.057 -1.590
C -3.325 2.380 -1.291 0.292
C -2.351 3.509 -1.501 0.096
C -2.704 4.592 -2.301 -0.848
C -1.827 5.652 -2.449 -0.676
C -0.609 5.610 -1.789 -1.166
C -0.328 4.501 -1.015 -0.544
N -1.166 3.466 -0.867 1.035
N -3.436 1.685 1.149 1.586
C -3.877 0.290 1.078 -0.980
C -3.175 -0.613 2.064 0.513
C -3.861 -1.662 2.655 -1.176
C -3.179 -2.517 3.508 -1.305
C -1.828 -2.299 3.738 -1.272
C -1.225 -1.220 3.117 -0.961
N -1.880 -0.386 2.305 2.572
C -3.799 2.262 2.445 -0.537
C -3.043 3.530 2.753 -0.407
C -3.633 4.527 3.519 -1.018
C -2.887 5.642 3.866 -0.683
C -1.577 5.733 3.423 -1.015
C -1.075 4.700 2.652 -0.539
N -1.781 3.615 2.322 1.519
H -5.103 2.147 -0.066 0.412
H -4.098 3.512 0.370 0.541
H -4.066 2.419 -2.092 0.886
H -2.810 1.424 -1.389 -1.131
H -3.665 4.593 -2.801 0.556
H -2.091 6.501 -3.069 0.437
H 0.111 6.416 -1.867 0.526
H 0.618 4.440 -0.482 0.399
H -3.677 -0.077 0.066 -0.515
H -4.959 0.203 1.254 0.568
H -4.917 -1.800 2.451 0.602
H -3.695 -3.340 3.988 0.513
H -1.251 -2.939 4.394 0.585
H -0.165 -1.016 3.255 0.534
H -3.572 1.534 3.229 0.392
H -4.878 2.455 2.502 0.409
H -4.665 4.424 3.838 0.564
H -3.323 6.431 4.467 0.468
H -0.954 6.586 3.660 0.518
H -0.054 4.739 2.280 0.283
N 1.399 -0.008 0.737 -0.369
S 2.303 -0.771 -0.094 1.206
N 1.808 -2.163 -0.852 -0.114
S 1.354 -2.316 -2.313 1.291
N 0.182 -1.523 -2.931 -0.283
S -1.176 -1.161 -2.052 0.491
N -1.111 -0.113 -1.052 0.014
C -2.274 -0.875 -3.422 0.268
C -3.633 -1.019 -3.166 -0.333
C -4.549 -0.655 -4.142 -0.938
C -4.103 -0.138 -5.354 -0.682
C -2.743 0.010 -5.593 -0.797
C -1.818 -0.360 -4.626 -0.302
C -1.681 -2.764 -1.441 0.633
C -2.124 -3.783 -2.277 -0.191
C -2.424 -5.018 -1.726 -0.950
C -2.271 -5.226 -0.359 -1.057
C -1.814 -4.203 0.462 -0.630
C -1.511 -2.960 -0.080 0.117
C 2.680 -2.033 -3.455 0.446
C 3.840 -2.770 -3.249 -0.832
C 4.920 -2.564 -4.088 -0.830
C 4.833 -1.628 -5.116 -0.758
C 3.666 -0.902 -5.307 -0.747
C 2.571 -1.103 -4.475 -0.026
C 1.076 -4.061 -2.445 0.683
C 1.124 -4.883 -1.334 -0.083
C 0.885 -6.240 -1.509 -0.973
C 0.621 -6.748 -2.774 -0.675
C 0.582 -5.901 -3.880 -0.801
C 0.806 -4.547 -3.720 -1.018
C 2.986 0.213 -1.434 1.040
C 2.068 1.047 -2.068 0.667
C 2.501 1.889 -3.079 -0.606
C 3.842 1.895 -3.456 -1.127
C 4.745 1.046 -2.828 -1.249
C 4.320 0.195 -1.814 -0.582
C 3.744 -1.429 0.713 -0.015
C 4.265 -2.695 0.493 -0.013
C 5.406 -3.085 1.184 -0.980
C 6.014 -2.213 2.076 -0.688
C 5.477 -0.947 2.296 -0.783
C 4.335 -0.555 1.620 -0.157
H -3.975 -1.423 -2.219 0.428
H -5.610 -0.777 -3.959 0.462
H -4.819 0.146 -6.117 0.436
H -2.397 0.408 -6.540 0.476
H -0.756 -0.256 -4.810 0.314
H -2.242 -3.610 -3.340 0.592
H -2.782 -5.821 -2.362 0.511
H -2.507 -6.196 0.064 0.438
H -1.690 -4.367 1.525 0.582
H -1.136 -2.145 0.533 -0.154
H 3.898 -3.505 -2.452 0.293
H 5.829 -3.136 -3.946 0.501
H 5.680 -1.472 -5.774 0.440
H 3.600 -0.176 -6.108 0.532
H 1.657 -0.540 -4.610 0.382
H 1.333 -4.467 -0.354 0.556
H 0.912 -6.901 -0.650 0.523
H 0.449 -7.810 -2.903 0.454
H 0.377 -6.300 -4.866 0.477
H 0.770 -3.876 -4.573 0.420
H 1.018 1.030 -1.773 -0.499
H 1.790 2.543 -3.573 0.561
H 4.182 2.558 -4.243 0.515
H 5.788 1.044 -3.127 0.518
H 5.028 -0.468 -1.331 0.593
H 3.778 -3.378 -0.190 0.215
H 5.814 -4.076 1.026 0.491
H 6.906 -2.522 2.609 0.409
H 5.949 -0.271 2.999 0.473
H 3.891 0.422 1.795 0.292
Br -2.618 -1.398 8.392 -0.140
C -1.719 -0.410 7.060 -0.087
C -2.344 0.678 6.471 -0.652
C -1.700 1.380 5.461 0.073
C -0.430 0.996 5.049 -1.091
C 0.207 -0.069 5.678 -0.033
C -0.439 -0.776 6.682 -0.751
N 0.201 1.648 3.946 0.948
C 1.279 2.264 4.193 -0.541
C 2.117 2.855 3.127 0.376
C 3.292 3.507 3.469 -0.925
C 4.121 3.980 2.459 -0.983
C 3.748 3.759 1.147 -1.145
C 2.548 3.103 0.903 -1.077
N 1.732 2.672 1.861 1.450
H -3.330 0.979 6.805 0.471
H -2.177 2.246 5.019 0.543
H 1.201 -0.364 5.358 0.435
H 0.052 -1.611 7.167 0.493
H 1.667 2.343 5.213 0.493
H 3.555 3.632 4.513 0.550
H 5.044 4.497 2.697 0.452
H 4.366 4.081 0.318 0.566
H 2.246 2.899 -0.120 0.657
```

=====

Number 1: maximum force 0.69 eV/A. Number 2: maximum force 0.75 eV/A.